Record 1
Below is the molecule CH2FNO at a distorted geometry, with properties calculated with ωB97M-V/def2-TZVPD.

Output
- ΔE to the lowest compared entry with this formula, charge and spin: 83.2 kcal per mole
- SMILES: F[C@@H]1NO1

```
! wB97M-V def2-TZVPD RIJCOSX def2/J DEFGRID3
* xyz 0 1
F 0.773 0.737 1.133
C 0.073 -0.207 0.405
N -0.041 -0.061 -0.978
O -1.154 0.049 -0.060
H 0.039 -1.311 0.702
H 0.310 0.794 -1.201
*
```

=====

Record 2
Below is the molecule C3H4N4O2 at a distorted geometry, with properties calculated with ωB97M-V/def2-TZVPD.

Output
- ΔE to the lowest compared entry with this formula, charge and spin: 209.7 kcal per mole
- SMILES: [H]/N=N\N=C\C=C=[N+]([O-])O

```
! wB97M-V def2-TZVPD RIJCOSX def2/J DEFGRID3
* xyz 0 1
H -2.597 0.475 -2.447
N -1.721 1.112 -2.453
N -0.732 0.803 -1.900
N -0.240 0.070 -1.027
C 0.632 -0.821 -0.910
C 1.100 -0.972 0.481
C 0.639 -0.227 1.458
N -0.118 0.495 2.140
O -1.018 0.295 2.924
O 0.180 1.883 1.954
H 0.951 -1.629 -1.604
H 1.997 -1.409 0.631
H -0.567 2.355 2.352
*
```

=====

Record 3
Below is a structure of composition C26H28F6N5O4Pt, with properties calculated with ωB97M-V/def2-TZVPD.

Output
- Electronic energy: -2300.87395 Eh

```
! wB97M-V def2-TZVPD RIJCOSX def2/J DEFGRID3
* xyz -1 3
Pt -0.757 0.158 0.224
C -1.924 3.324 -2.155
O -3.278 2.984 -2.461
C -3.693 1.692 -2.287
C -4.622 1.223 -3.189
C -5.145 -0.072 -3.100
C -4.701 -0.895 -2.091
C -3.751 -0.443 -1.165
C -3.372 -1.342 -0.087
N -2.399 -1.122 0.706
N -2.215 -1.984 1.782
C -1.348 -1.442 2.604
O -0.765 -0.316 2.468
C -1.009 -2.249 3.828
C -0.086 -1.740 4.734
C 0.263 -2.466 5.867
C -0.310 -3.709 6.102
C -1.234 -4.221 5.198
C -1.583 -3.495 4.068
C -3.249 0.880 -1.207
O -2.471 1.373 -0.281
H -1.714 4.219 -2.743
H -1.241 2.523 -2.430
H -1.805 3.537 -1.094
H -4.928 1.893 -3.985
H -5.877 -0.418 -3.819
H -5.076 -1.909 -1.999
H -3.964 -2.241 0.084
H 0.345 -0.769 4.527
H 0.983 -2.060 6.567
H -0.038 -4.276 6.984
H -1.686 -5.190 5.377
H -2.300 -3.878 3.354
C 0.432 -1.647 -2.392
C 0.295 -0.158 -2.771
O -0.194 0.667 -1.810
C -0.660 -0.057 -3.992
F -0.193 -0.710 -5.084
F -0.886 1.207 -4.370
F -1.845 -0.601 -3.696
C 1.699 0.358 -3.188
F 2.288 -0.340 -4.180
F 1.689 1.640 -3.579
F 2.545 0.283 -2.135
H -0.465 -2.198 -2.663
H 0.548 -1.706 -1.311
H 1.289 -2.121 -2.870
C 3.335 3.624 0.386
C 1.967 3.432 -0.236
N 1.377 2.237 0.332
C 2.080 1.084 0.562
N 1.431 -0.035 0.661
C 2.109 -1.258 1.039
C 3.446 -0.996 1.708
C 4.217 -0.011 0.855
N 3.443 1.211 0.728
C 4.136 2.358 0.165
H 3.222 3.793 1.460
H 3.849 4.481 -0.051
H 2.057 3.347 -1.326
H 1.310 4.274 -0.021
H 0.407 2.023 0.104
H 2.261 -1.880 0.149
H 1.449 -1.813 1.709
H 4.007 -1.925 1.822
H 3.288 -0.565 2.700
H 4.423 -0.449 -0.131
H 5.174 0.252 1.310
H 4.305 2.212 -0.911
H 5.115 2.421 0.645
*
```

=====

Record 4
Below is the molecule C3H6N2O2, with properties calculated with ωB97M-V/def2-TZVPD.

Output
- ΔE to the lowest compared entry with this formula, charge and spin: 30.6 kcal per mole
- SMILES: [H]/N=C/OCC(N)=O

```
! wB97M-V def2-TZVPD RIJCOSX def2/J DEFGRID3
* xyz 0 1
H 1.785 1.199 -1.579
N 1.245 0.545 -1.017
C 1.692 0.516 0.167
O 1.152 -0.227 1.140
C -0.073 -0.874 0.829
C -1.121 0.138 0.355
N -1.832 -0.245 -0.751
O -1.336 1.154 0.982
H 2.541 1.073 0.568
H 0.084 -1.684 0.108
H -0.411 -1.297 1.778
H -2.392 0.498 -1.148
H -1.332 -0.798 -1.432
*
```

=====

Record 5
Below is a structure of composition C32H40BCoFN9O4S5 at a distorted geometry, with properties calculated with ωB97M-V/def2-TZVPD.

Output
- ΔE to the lowest compared entry with this formula, charge and spin: 27.7 kcal per mole

```
! wB97M-V def2-TZVPD RIJCOSX def2/J DEFGRID3
* xyz -1 2
Co -2.666 0.564 -1.272
C -3.372 0.446 -5.021
N -3.224 1.771 -4.493
C -4.121 2.801 -4.588
C -3.590 3.851 -3.919
N -2.373 3.487 -3.415
B -1.289 4.471 -2.958
N -0.757 4.275 -1.494
C 0.280 5.088 -1.136
C 0.411 5.087 0.210
N -0.546 4.235 0.694
C -0.899 4.082 2.074
C -1.251 3.736 -0.372
S -2.537 2.671 -0.085
C -2.180 2.200 -3.746
S -0.840 1.255 -3.354
H -4.265 0.409 -5.641
H -3.463 -0.282 -4.210
H -2.488 0.185 -5.606
H -5.054 2.695 -5.101
H -3.985 4.832 -3.756
H -1.769 5.571 -2.978
H -0.350 4.368 -3.691
H 0.830 5.624 -1.882
H 1.092 5.602 0.858
H 0.002 4.115 2.688
H -1.419 3.133 2.204
H -1.574 4.886 2.385
S -4.289 -0.516 0.395
C -5.420 0.152 -0.687
S -4.758 1.206 -1.880
C -6.788 -0.095 -0.642
C -7.358 -0.996 0.258
N -7.876 -1.738 0.972
C -7.672 0.537 -1.522
N -8.435 1.039 -2.226
C 1.359 -5.706 0.098
C 1.574 -4.867 -1.162
N 0.959 -3.568 -1.063
C -0.272 -3.375 -1.640
C -0.968 -2.219 -1.555
C -2.246 -2.112 -2.352
O -2.580 -3.050 -3.068
O -2.889 -1.016 -2.281
C -0.418 -1.099 -0.840
O -1.058 -0.024 -0.551
C 0.945 -1.233 -0.454
C 1.662 -0.090 -0.008
C 2.937 -0.233 0.472
F 3.652 0.878 0.867
C 3.526 -1.478 0.616
C 2.843 -2.618 0.118
C 1.597 -2.497 -0.466
N 4.821 -1.706 1.167
C 5.894 -1.930 0.231
C 6.937 -2.788 0.946
N 7.403 -2.017 2.136
C 6.275 -1.693 3.061
C 5.239 -0.889 2.269
H 1.806 -6.691 -0.026
H 0.294 -5.822 0.278
H 1.800 -5.221 0.966
H 1.131 -5.386 -2.017
H 2.645 -4.748 -1.366
H -0.681 -4.202 -2.201
H 1.196 0.873 -0.118
H 3.353 -3.563 0.205
H 6.369 -0.996 -0.131
H 5.495 -2.461 -0.633
H 7.791 -3.023 0.309
H 6.466 -3.709 1.291
H 7.775 -1.123 1.787
H 8.144 -2.523 2.631
H 6.660 -1.134 3.915
H 5.827 -2.628 3.399
H 5.683 0.077 1.965
H 4.372 -0.680 2.896
C -3.629 0.864 3.330
C -2.260 0.476 3.849
S -1.347 -0.510 2.552
O -1.561 -1.910 2.932
C 0.369 -0.177 3.254
C 0.829 1.246 3.030
H -4.183 1.422 4.084
H -4.198 -0.020 3.057
H -3.540 1.485 2.442
H -2.329 -0.178 4.718
H -1.675 1.362 4.091
H 0.993 -0.877 2.698
H 0.367 -0.457 4.306
H 0.490 1.582 2.054
H 1.915 1.321 3.055
H 0.435 1.915 3.792
*
```

=====

Record 6
Below is a structure of composition C6H4BBr2F24O8P4Zr at a distorted geometry, with properties calculated with ωB97M-V/def2-TZVPD.

Output
- Electronic energy: -9816.21996 Eh

```
! wB97M-V def2-TZVPD RIJCOSX def2/J DEFGRID3
* xyz -1 1
Zr 0.441 -1.886 0.272
P -0.534 -3.589 -2.053
F -0.250 -1.990 -1.924
F -1.920 -3.350 -2.870
F 0.401 -3.538 -3.353
F -0.775 -5.188 -1.960
F 0.711 -3.540 -1.041
F -1.106 -3.351 -0.597
P 1.622 -3.886 2.314
F 1.239 -2.317 2.280
F 2.152 -3.229 0.863
F 3.047 -3.590 3.079
F 1.912 -5.380 1.872
F 0.875 -4.110 3.734
F 0.247 -3.856 1.444
P -1.798 -0.541 1.714
F -2.149 1.019 1.440
F -0.226 -0.273 1.539
F -1.531 -0.535 3.312
F -1.188 -2.078 1.777
F -3.367 -1.161 1.726
F -1.550 -0.919 0.092
P 3.694 -0.038 1.263
F 2.125 -0.485 0.922
F 3.987 0.770 -0.140
F 3.092 1.314 1.973
F 5.290 0.315 1.402
F 3.661 -0.961 2.678
F 4.174 -1.347 0.489
O 0.366 0.199 -0.830
C 0.084 1.050 -1.681
O -0.023 0.781 -2.923
B -0.366 1.910 -3.732
O -0.327 3.049 -2.706
C -0.089 2.571 -1.516
O 0.055 3.159 -0.533
O 0.427 2.049 -4.969
C -0.257 2.130 -5.999
O 0.170 2.331 -7.129
C -1.777 1.782 -5.636
O -1.760 1.633 -4.309
O -2.705 1.748 -6.465
Br -0.033 5.293 2.645
C -1.974 4.774 2.841
C -2.081 3.461 3.683
Br -3.999 3.378 4.321
H -2.323 4.642 1.817
H -2.501 5.633 3.254
H -1.466 3.479 4.583
H -1.696 2.670 3.039
*
```